This record from OMol25 describes C19H15Cl3MoN3O2 as an isolated structure. The level of theory is ωB97M-V/def2-TZVPD.

Results
**⟨S²⟩**: 2.01
**Lowest unoccupied orbital energy (spin up / spin down)**: -11.83 / -11.85 eV
**Multiplicity**: 3
**HOMO (spin up / spin down)**: -0.6950 / -0.6951 hartree
**Net charge**: +3

Cartesian coordinates (Å):
Mo1 0.310 -0.475 0.272
C1 -0.776 -3.241 1.268
C2 -1.889 -2.462 0.640
C3 -3.213 -2.875 0.678
C4 -4.197 -2.069 0.134
C5 -3.863 -0.847 -0.462
C6 -2.548 -0.478 -0.495
N1 -1.580 -1.280 0.051
C7 -1.992 0.729 -1.143
C8 -2.669 1.671 -1.884
C9 -1.934 2.677 -2.508
C10 -0.543 2.696 -2.435
C11 0.087 1.729 -1.683
N2 -0.646 0.807 -1.018
C12 1.540 1.486 -1.568
C13 2.532 2.231 -2.139
C14 3.857 1.799 -1.998
C15 4.144 0.646 -1.291
C16 3.114 -0.077 -0.708
C17 3.351 -1.295 0.130
N3 1.835 0.349 -0.858
H1 -0.952 -4.313 1.182
H2 -0.684 -3.000 2.330
H3 0.191 -3.063 0.774
H4 -3.461 -3.824 1.135
H5 -5.232 -2.385 0.162
H6 -4.631 -0.221 -0.894
H7 -3.743 1.628 -1.998
H8 -2.448 3.432 -3.089
H9 0.023 3.442 -2.975
H10 2.306 3.126 -2.701
H11 4.657 2.370 -2.452
H12 5.164 0.300 -1.183
H13 4.182 -1.882 -0.261
H14 2.487 -1.975 0.138
H15 3.595 -1.016 1.158
Cl1 0.358 2.186 5.239
C18 0.595 0.758 4.288
Cl2 2.235 0.131 4.440
Cl3 -0.610 -0.486 4.663
C19 0.381 1.104 2.820
O1 0.069 2.079 2.262
O2 0.599 -0.115 1.980

Atom charges from the Mulliken analysis, given in e for atoms 1 to 2: atom 1 (Mo): 1.41, atom 2 (C): -1.18

***

This record from OMol25 describes a 2-piece molecular cluster, C19H15ClF17N2O7P overall at a distorted geometry. The level of theory is ωB97M-V/def2-TZVPD.

Results
**Lowest unoccupied orbital energy**: -2.06 eV
**HOMO**: -0.3224 hartree

Cartesian coordinates (Å):
O1 -1.035 -0.066 4.841
P1 -0.573 -1.386 4.225
O2 0.458 -2.188 5.333
O3 -1.897 -2.383 3.852
C1 0.446 -1.096 2.647
C2 0.802 -2.448 1.809
N1 -0.325 -2.679 0.831
C3 -0.611 -3.986 0.144
C4 -1.860 -4.674 0.611
C5 -2.293 -5.990 -0.051
C6 -1.304 -6.396 -1.153
C7 -0.079 -5.541 -1.412
N2 0.359 -4.328 -0.828
C8 -1.070 -1.587 0.605
C9 -0.432 -0.416 1.476
C10 -1.281 0.902 1.805
C11 -1.912 1.606 0.484
C12 -1.804 3.192 0.490
F1 -2.873 3.760 -0.271
F2 -2.070 3.601 1.848
C13 -0.370 3.795 0.132
F3 0.632 3.163 0.948
F4 -0.409 5.169 0.537
C14 0.108 3.600 -1.379
F5 0.381 2.215 -1.617
F6 -0.909 3.937 -2.327
C15 1.376 4.534 -1.795
F7 0.776 5.736 -2.298
F8 2.150 4.941 -0.688
C16 2.232 3.943 -3.017
F9 2.872 5.073 -3.622
F10 1.344 3.459 -4.029
C17 3.242 2.761 -2.644
F11 2.785 1.602 -3.357
F12 3.250 2.385 -1.282
C18 4.763 2.969 -3.091
F13 5.382 1.681 -2.956
F14 4.910 3.279 -4.478
C19 5.623 3.956 -2.169
F15 4.908 5.023 -1.615
F16 6.094 3.186 -1.060
F17 6.796 4.352 -2.856
H1 1.350 -2.183 4.900
H2 -1.663 -3.333 4.014
H3 1.388 -0.462 2.724
H4 0.900 -3.250 2.613
H5 1.779 -2.446 1.218
H6 -2.490 -4.225 1.447
H7 -3.216 -6.589 0.220
H8 -1.492 -7.335 -1.769
H9 0.630 -5.935 -2.230
H10 -1.979 -1.583 -0.104
H11 0.377 -0.008 0.750
H12 -2.158 0.594 2.490
H13 -0.635 1.599 2.429
H14 -1.529 1.094 -0.458
H15 -3.040 1.363 0.534
O4 -4.687 -1.950 -0.608
Cl1 -5.365 -3.191 -0.282
O5 -6.713 -2.909 0.151
O6 -4.643 -3.859 0.784
O7 -5.397 -4.047 -1.448

Atom charges from the Mulliken analysis, given in e for atoms 1 to 2: atom 1 (O): -0.64, atom 2 (P): 1.06

***

This record from OMol25 describes a 2-piece molecular cluster, C19H15ClF2NO4S overall at a distorted geometry. The level of theory is ωB97M-V/def2-TZVPD.

Results
**Lowest unoccupied orbital energy**: 2.80 eV
**HOMO**: -0.1898 hartree
**Net charge**: -1

Cartesian coordinates (Å):
C1 -1.268 -2.632 2.890
C2 -1.094 -2.364 1.434
O1 -1.667 -1.074 1.170
C3 -1.174 -0.485 0.054
C4 -2.085 0.702 -0.316
C5 -2.200 1.006 -1.780
C6 -1.375 0.497 -2.775
C7 -1.596 0.899 -4.106
Cl1 -0.610 0.290 -5.351
C8 -2.595 1.831 -4.397
C9 -3.317 2.438 -3.357
C10 -3.180 1.945 -2.070
O2 -0.273 -0.993 -0.596
H1 -0.865 -3.626 3.083
H2 -0.727 -1.901 3.489
H3 -2.306 -2.603 3.218
H4 -0.026 -2.357 1.208
H5 -1.605 -3.142 0.851
H6 -3.050 0.281 -0.002
H7 -0.530 -0.138 -2.529
H8 -2.824 2.087 -5.423
H9 -3.993 3.273 -3.561
H10 -3.776 2.327 -1.232
F1 -1.357 3.750 -1.261
C11 -0.768 2.989 -0.239
F2 -0.095 3.832 0.593
S1 -2.254 2.209 0.599
N1 1.151 0.850 0.744
C12 1.359 0.419 2.026
O3 0.635 0.507 3.023
C13 2.663 -0.288 1.986
C14 3.143 -0.240 0.681
C15 4.147 -1.084 0.234
C16 4.700 -1.954 1.180
C17 4.213 -2.003 2.514
C18 3.131 -1.204 2.917
C19 2.141 0.532 -0.133
O4 2.192 0.795 -1.335
H11 -0.052 2.224 -0.614
H12 4.423 -1.014 -0.819
H13 5.499 -2.622 0.880
H14 4.643 -2.696 3.243
H15 2.625 -1.263 3.880

Atom charges from the Mulliken analysis, given in e for atoms 1 to 2: atom 1 (C): -1.31, atom 2 (C): -0.07

***

This record from OMol25 describes C19H15F3N7O4PbS2 as an isolated structure at a distorted geometry. The level of theory is ωB97M-V/def2-TZVPD.

Results
**Lowest unoccupied orbital energy**: -3.22 eV
**HOMO**: -0.4048 hartree
**Net charge**: +1

Cartesian coordinates (Å):
Pb1 -0.749 -0.037 -0.845
N1 -2.553 -7.372 2.919
C1 -1.646 -6.479 2.441
C2 -2.055 -5.434 1.591
C3 -1.142 -4.517 1.130
C4 0.194 -4.628 1.507
C5 0.620 -5.652 2.347
C6 -0.294 -6.567 2.812
S1 1.349 -3.477 0.943
O1 2.672 -3.787 1.371
O2 1.233 -3.862 -0.635
N2 0.857 -2.001 0.982
C7 0.875 -1.455 2.260
N3 0.721 -0.131 2.377
C8 0.766 0.378 3.609
C9 0.946 -0.397 4.732
C10 1.066 -1.761 4.510
N4 1.029 -2.285 3.296
H1 -3.479 -7.401 2.533
H2 -2.239 -8.196 3.398
H3 -3.094 -5.359 1.299
H4 -1.462 -3.717 0.474
H5 1.662 -5.716 2.630
H6 0.029 -7.364 3.469
H7 0.659 1.456 3.678
H8 0.986 0.032 5.721
H9 1.196 -2.458 5.330
S2 1.923 -2.892 -1.798
C11 0.464 -2.430 -2.513
N5 -0.554 -2.098 -2.945
F1 1.582 1.953 -1.693
C12 0.928 0.895 -2.241
F2 1.901 0.044 -2.653
F3 0.350 1.369 -3.374
N6 -5.516 5.019 -3.609
C13 -4.424 5.279 -2.851
O3 -4.088 6.388 -2.503
C14 -3.618 4.080 -2.404
C15 -4.158 2.818 -2.198
C16 -3.331 1.809 -1.745
N7 -2.028 1.995 -1.513
C17 -1.507 3.212 -1.713
C18 -2.270 4.279 -2.143
H10 -6.022 5.812 -3.971
H11 -5.639 4.134 -4.068
H12 -5.209 2.619 -2.353
H13 -3.722 0.816 -1.560
H14 -0.449 3.326 -1.525
H15 -1.833 5.259 -2.273
O4 0.622 2.606 1.357
C19 0.290 1.663 0.817

Atom charges from the Mulliken analysis, given in e for atoms 1 to 2: atom 1 (Pb): 0.94, atom 2 (N): -0.47

***

This record from OMol25 describes C19H15F4I2N3O4S2Sc as an isolated structure at a distorted geometry. The level of theory is ωB97M-V/def2-TZVPD.

Results
**Lowest unoccupied orbital energy**: 2.05 eV
**HOMO**: -0.1888 hartree
**Net charge**: -1

Cartesian coordinates (Å):
Sc1 0.027 0.113 1.150
C1 -0.786 2.353 3.498
N1 -0.191 2.391 2.154
C2 1.180 2.898 2.239
C3 -1.026 3.215 1.253
C4 -1.943 2.336 0.426
N2 -1.073 1.385 -0.260
C5 -1.112 1.322 -1.625
C6 0.059 1.074 -2.369
F1 1.244 0.986 -1.724
C7 0.059 0.945 -3.739
F2 1.239 0.728 -4.355
C8 -1.096 1.057 -4.494
C9 -2.251 1.299 -3.788
F3 -3.433 1.388 -4.437
C10 -2.269 1.421 -2.412
F4 -3.475 1.548 -1.814
H1 -0.796 3.364 3.928
H2 -0.218 1.681 4.132
H3 -1.802 1.968 3.437
H4 1.211 3.919 2.640
H5 1.635 2.893 1.248
H6 1.763 2.248 2.892
H7 -0.368 3.753 0.569
H8 -1.576 3.958 1.845
H9 -2.511 2.968 -0.258
H10 -2.658 1.826 1.075
H11 -1.095 0.952 -5.569
I1 4.875 -1.327 1.848
C11 3.403 -2.186 0.659
C12 3.642 -3.463 0.099
C13 2.710 -4.070 -0.686
I2 3.150 -5.945 -1.491
C14 1.472 -3.418 -0.946
C15 0.413 -3.949 -1.723
C16 -0.750 -3.256 -1.877
C17 -0.895 -2.010 -1.238
N3 0.068 -1.486 -0.533
C18 1.252 -2.150 -0.395
C19 2.235 -1.495 0.428
O1 1.965 -0.305 0.911
H12 4.584 -3.954 0.301
H13 0.535 -4.920 -2.187
H14 -1.570 -3.656 -2.457
H15 -1.821 -1.449 -1.283
O2 -0.950 -2.070 4.404
S1 -0.744 -1.507 3.101
O3 -0.168 -2.386 2.076
O4 0.221 -0.315 3.133
S2 -2.366 -0.670 2.216

Atom charges from the Mulliken analysis, given in e for atoms 1 to 2: atom 1 (Sc): 0.13, atom 2 (C): -1.43

***

This record from OMol25 describes C19H15F6N3O4PS2Y as an isolated structure at a distorted geometry. The level of theory is ωB97M-V/def2-TZVPD.

Results
**Lowest unoccupied orbital energy**: -6.49 eV
**HOMO**: -0.5522 hartree
**Net charge**: +2

Cartesian coordinates (Å):
Y1 0.359 1.427 0.624
N1 2.873 0.408 2.293
P1 2.720 0.069 0.603
C1 4.400 -0.471 0.186
C2 5.488 0.392 0.317
C3 6.757 -0.086 0.047
C4 6.943 -1.401 -0.362
C5 5.855 -2.245 -0.519
C6 4.580 -1.782 -0.246
C7 2.692 1.813 -0.098
C8 2.709 1.890 -1.503
C9 2.650 3.116 -2.141
C10 2.568 4.281 -1.387
C11 2.565 4.229 0.002
C12 2.604 3.004 0.667
C13 1.791 0.216 3.138
C14 1.933 -0.220 4.460
C15 0.803 -0.394 5.232
C16 -0.450 -0.145 4.672
C17 -0.520 0.302 3.370
N2 0.580 0.494 2.605
H1 3.782 0.245 2.723
H2 5.337 1.416 0.630
H3 7.607 0.569 0.156
H4 7.940 -1.768 -0.551
H5 6.000 -3.261 -0.852
H6 3.726 -2.433 -0.358
H7 2.824 0.973 -2.075
H8 2.687 3.165 -3.220
H9 2.514 5.234 -1.890
H10 2.548 5.147 0.574
H11 2.704 2.980 1.756
H12 2.913 -0.440 4.855
H13 0.900 -0.738 6.249
H14 -1.356 -0.294 5.236
H15 -1.476 0.520 2.903
F1 -1.499 2.427 -2.831
C18 -1.575 1.276 -2.204
F2 -1.970 0.328 -3.010
F3 -0.263 0.942 -1.823
S1 -2.578 1.317 -0.563
O1 -1.561 0.659 0.289
O2 -3.800 0.666 -0.751
N3 -2.691 2.841 -0.152
S2 -1.380 3.484 0.389
O3 -0.268 3.261 -0.546
O4 -0.912 2.950 1.671
C19 -1.532 5.326 0.740
F4 -0.259 5.620 0.991
F5 -1.975 6.037 -0.258
F6 -2.254 5.504 1.816

Atom charges from the Mulliken analysis, given in e for atoms 1 to 2: atom 1 (Y): 1.50, atom 2 (N): -0.03